The following is a quantum chemistry calculation of C23H61AsF6NiO26S8 as an isolated structure in a non-equilibrium geometry, from the Open Molecules 2025 dataset.

CARTESIAN COORDINATES (ANGSTROEM)
O1 -3.26 -3.18 2.66
H1 -6.41 3.12 1.05
O2 1.03 3.20 -2.82
C1 5.72 -1.83 -1.42
H2 -3.34 -4.08 2.40
C2 3.37 0.96 2.53
O3 4.67 -0.18 -3.29
H3 4.00 -3.12 -1.19
S1 -2.75 -5.60 -1.41
C3 -2.30 -7.75 1.58
H4 -3.58 -6.16 1.04
H5 -4.28 -7.68 0.46
H6 2.98 -1.89 -4.74
S2 -4.46 2.25 2.28
H7 -1.64 3.30 0.70
H8 0.04 6.25 -4.36
O4 -0.24 5.01 -1.75
H9 0.44 1.84 -4.20
H10 0.77 -0.66 4.53
H11 2.86 1.58 -3.39
H12 -4.35 -1.38 -3.49
C4 3.68 -2.52 -4.19
H13 4.57 -0.68 3.38
H14 0.15 2.12 5.19
C5 0.69 1.82 -3.13
C6 2.33 3.56 0.54
S3 -0.16 4.30 -2.99
H15 -3.78 -3.10 -3.43
C7 -3.35 -7.16 0.65
C8 0.73 5.45 -4.14
F1 -0.44 -1.74 -0.82
H16 3.89 0.83 1.58
O5 -3.91 0.90 2.38
Ni1 -3.42 -1.32 2.36
F2 -1.60 -1.24 1.36
C9 -1.11 3.55 4.14
H17 -2.78 -8.02 2.52
C10 -3.72 -2.12 -2.98
O6 -3.97 -2.20 -1.58
C11 3.25 2.75 -0.36
H18 3.38 -2.74 -3.17
O7 3.94 2.05 3.26
H19 0.37 -0.34 6.26
H20 -7.23 -1.80 -0.33
F3 -0.19 0.49 0.26
H21 4.57 2.20 -2.89
H22 -3.89 2.56 -1.19
C12 1.98 1.04 -3.02
H23 -2.18 2.61 -1.58
H24 -0.61 -5.72 -0.36
H25 -2.22 -0.61 -2.49
H26 -1.62 -4.56 0.52
H27 -0.30 -1.71 5.59
H28 -6.75 -2.08 -2.00
H29 6.53 -2.23 -0.81
C13 -2.54 2.72 0.48
S4 -1.54 0.12 4.85
H30 2.80 3.83 1.49
O8 2.60 2.74 5.36
H31 -5.62 1.77 0.24
O9 -2.33 -5.91 -2.74
H32 1.37 3.09 0.75
C14 3.59 -0.20 3.49
H33 -6.69 1.45 1.65
O10 -1.31 3.75 -3.69
H34 1.69 5.77 -3.74
H35 0.88 4.92 -5.08
H36 3.66 -1.36 -1.24
H37 6.25 2.60 -2.52
H38 -1.47 -7.08 1.73
C15 5.28 3.01 -2.83
S5 3.70 1.96 4.88
H39 4.10 -3.34 -4.76
O11 3.27 0.37 4.73
O12 -2.03 0.81 6.02
H40 2.94 -1.03 3.20
O13 5.89 -2.25 -2.77
C16 0.01 -0.71 5.30
H41 2.07 4.48 0.00
H42 4.20 -2.14 0.22
H43 -2.26 1.69 0.66
O14 -3.99 -4.94 -1.09
O15 3.95 5.14 -1.86
H44 -0.16 1.55 -2.52
As1 0.08 -1.16 0.74
H45 -2.36 -0.94 -4.22
H46 -1.33 3.77 3.09
O16 -2.78 -7.08 -0.68
S6 5.02 4.24 -1.55
O17 5.92 -1.45 -5.07
C17 4.33 -2.13 -0.86
H47 -1.96 -8.68 1.12
C18 -6.43 -2.17 -0.96
S7 -4.95 -1.19 -0.83
H48 2.84 2.72 -1.36
C19 -2.95 3.05 -0.95
H49 3.32 1.73 0.02
O18 4.58 3.30 -0.30
C20 -2.39 -1.39 -3.22
H50 -2.93 4.12 -1.12
O19 6.26 4.83 -1.13
H51 -0.57 4.39 4.56
H52 -0.89 -4.08 -1.03
H53 -6.14 -3.17 -0.63
O20 -2.38 -0.80 4.11
F4 0.52 -2.76 1.23
H54 5.91 -0.75 -1.35
O21 -4.54 -1.17 0.55
H55 -1.51 -2.04 -3.21
H56 2.21 0.85 -1.98
F5 0.68 -0.57 2.27
H57 2.33 1.23 2.39
O22 -3.52 3.21 1.44
S8 5.10 -1.41 -3.90
O23 -0.98 1.11 3.72
O24 4.96 2.11 5.53
F6 1.73 -1.03 0.06
H58 0.56 2.37 3.51
O25 -5.18 0.04 -1.57
C21 -0.28 2.28 4.20
H59 -2.00 3.45 4.76
C22 -5.97 2.14 1.21
H60 5.41 3.59 -3.73
O26 -4.81 3.02 3.44
C23 -1.33 -4.90 -0.47
H61 2.01 0.20 -3.72

- net charge = 0
- HOMO (spin up / spin down) (eV) = -10.07 / -9.82
- HOMO-LUMO gap (spin up / spin down) (eV) = 9.95 / 8.79
- multiplicity = 3